[1]
105
Properties=species:S:1:pos:R:3 method="wB97M-V/def2-TZVPD" homo_energy_ev="-8.75 / -8.75" multiplicity=2 total_charge=0 lumo_energy_ev="-0.61 / -6.17"
As 0.96 -0.33 0.27
F -0.26 0.81 0.96
F 2.25 0.52 1.11
F 2.12 -1.55 -0.37
F -0.29 -1.22 -0.59
F 1.11 0.65 -1.22
F 0.79 -1.39 1.74
C -3.49 5.66 -2.45
C -3.09 5.40 -0.95
C -1.60 5.89 -0.72
O -0.71 4.81 -0.56
C -0.45 3.95 -1.64
N -3.99 6.09 -0.14
H -3.04 4.98 -3.17
H -3.38 6.70 -2.77
H -4.56 5.44 -2.54
H -3.18 4.35 -0.67
H -1.59 6.56 0.15
H -1.28 6.59 -1.50
H 0.17 4.49 -2.36
H -1.33 3.62 -2.19
H -0.12 2.99 -1.24
H -3.76 5.89 0.82
H -4.99 5.91 -0.21
C 0.14 -4.65 2.67
C 1.28 -5.56 3.24
C 2.67 -5.05 2.89
O 3.71 -5.90 3.48
C 4.99 -5.35 3.17
N 1.15 -5.75 4.69
H 0.38 -4.24 1.69
H -0.06 -3.77 3.28
H -0.89 -4.99 2.73
H 1.28 -6.61 2.93
H 2.81 -4.05 3.30
H 2.80 -4.95 1.81
H 5.79 -5.82 3.74
H 5.07 -4.28 3.38
H 5.37 -5.32 2.15
H 2.04 -6.05 5.05
H 0.62 -6.61 4.75
C 5.30 3.17 -1.05
C 4.56 2.63 0.15
C 3.24 3.45 0.58
O 3.50 4.52 1.48
C 3.67 4.10 2.84
N 4.45 1.17 -0.12
H 6.10 2.53 -1.40
H 5.61 4.22 -1.01
H 4.66 3.18 -1.94
H 5.30 2.66 0.94
H 2.55 2.75 1.05
H 2.69 3.83 -0.29
H 3.60 4.93 3.55
H 4.65 3.68 3.06
H 2.88 3.40 3.11
H 3.68 0.79 0.40
H 4.19 1.06 -1.09
C -2.64 -1.26 -4.39
C -1.78 -2.09 -5.39
C -0.30 -2.31 -5.19
O 0.61 -1.22 -5.28
C 0.76 -0.37 -4.09
N -2.51 -3.36 -5.47
H -2.08 -0.46 -3.90
H -3.26 -1.71 -3.62
H -3.33 -0.72 -5.03
H -1.93 -1.62 -6.36
H 0.05 -3.09 -5.88
H -0.22 -2.83 -4.24
H 0.01 0.38 -3.85
H 1.72 0.15 -4.10
H 0.86 -1.02 -3.22
H -1.91 -4.10 -5.81
H -2.72 -3.55 -4.50
C 1.26 0.75 4.86
C 0.15 1.65 4.26
O -1.16 1.26 4.63
O 1.16 -0.55 4.29
H 1.12 0.62 5.94
H 2.29 1.11 4.77
H 0.08 1.75 3.17
H 0.23 2.64 4.69
H -1.22 0.34 4.38
H 1.32 -0.61 3.34
C -2.75 -3.55 -0.60
C -3.96 -4.17 -1.35
O -3.62 -5.44 -1.79
O -1.76 -3.07 -1.54
H -2.40 -4.05 0.31
H -3.12 -2.62 -0.15
H -4.19 -3.40 -2.09
H -4.91 -4.01 -0.85
H -2.72 -5.29 -2.07
H -1.21 -2.32 -1.31
C -3.60 0.59 0.98
C -3.33 1.53 -0.25
O -3.33 0.84 -1.53
O -2.46 -0.33 1.22
H -4.53 0.03 0.91
H -3.85 1.12 1.90
H -2.37 2.04 -0.14
H -4.08 2.32 -0.21
H -2.84 0.03 -1.36
H -1.61 0.01 0.92

[2]
16
Properties=species:S:1:pos:R:3 method="wB97M-V/def2-TZVPD" homo_energy_ev="-12.20 / -12.17" relative_energy_kcal_mol=130.3 total_charge=+1 lumo_energy_ev="-3.90 / -3.92"
C -1.17 -1.11 -0.27
C 0.03 -1.68 -0.14
C -1.43 0.25 0.00
C -2.35 1.16 0.13
C 1.08 0.54 0.46
N 1.82 1.26 -0.46
N 1.23 -0.92 0.30
H -1.98 -1.72 -0.66
H 0.22 -2.72 -0.34
H -2.13 2.20 0.29
H -3.41 0.92 0.09
H 1.07 0.89 1.47
H 1.89 2.25 -0.24
H 1.62 1.10 -1.43
H 1.53 -1.34 1.19
H 1.98 -1.09 -0.39

[3]
12
Properties=species:S:1:pos:R:3 method="wB97M-V/def2-TZVPD" homo_energy_ev="-5.51 / -9.92" multiplicity=3 relative_energy_kcal_mol=67.6 total_charge=0 lumo_energy_ev="1.09 / -1.81"
C 1.77 -0.41 0.15
C 0.57 -0.14 1.08
C 0.79 -0.19 -0.95
C -0.37 0.01 0.12
C -1.81 0.43 0.07
O 1.95 0.63 -0.85
H 2.43 -1.14 0.04
H 0.44 -0.20 2.10
H 0.60 -0.76 -1.87
H -2.09 0.64 -0.99
H -1.79 1.36 0.65
H -2.47 -0.24 0.44

[4]
20
Properties=species:S:1:pos:R:3 method="wB97M-V/def2-TZVPD" homo_energy_ev=-15.03 relative_energy_kcal_mol=23.7 total_charge=+1 lumo_energy_ev=-2.84
C 1.15 -1.34 1.07
N -0.21 -0.79 1.24
C -0.28 0.70 1.12
H 1.39 -2.35 1.42
H 1.46 -1.26 0.03
H 1.83 -0.75 1.71
H -0.51 -1.04 2.18
H -0.84 -1.34 0.63
H -0.28 1.15 2.12
H -1.08 0.92 0.42
H 0.67 1.00 0.66
H -1.48 -1.85 -1.17
H -2.94 -2.26 -0.68
O -2.16 -1.73 -0.51
H -0.59 -0.05 -2.37
H 0.11 1.21 -1.68
O -0.09 0.27 -1.63
H 1.94 3.29 -1.14
H 0.73 3.46 -1.96
O 1.19 2.76 -1.46

[5]
14
Properties=species:S:1:pos:R:3 method="wB97M-V/def2-TZVPD" homo_energy_ev=-9.49 relative_energy_kcal_mol=128.8 total_charge=0 lumo_energy_ev=0.89
C 2.22 -0.35 0.61
N 1.24 1.30 0.67
C 0.25 0.89 0.03
O 0.35 -0.38 -0.52
C -0.99 -0.41 -0.90
C -1.85 -0.27 0.30
C -1.22 0.96 -0.37
H 3.06 0.11 0.12
H 2.17 -0.41 1.67
H 2.05 -1.37 0.17
H -1.18 -0.90 -1.84
H -1.49 -0.57 1.28
H -2.91 -0.41 0.13
H -1.78 1.77 -0.80

[6]
13
Properties=species:S:1:pos:R:3 method="wB97M-V/def2-TZVPD" homo_energy_ev=-8.07 relative_energy_kcal_mol=7.3 total_charge=0 lumo_energy_ev=-0.92
C -0.87 -0.31 0.95
C -1.81 -0.13 0.03
O -1.48 0.32 -1.24
C -2.36 0.25 -2.24
O -3.51 -0.08 -2.16
O -1.70 0.63 -3.33
H -1.24 -0.42 1.97
H -2.85 -0.44 0.12
H -2.32 0.85 -4.05
O 1.20 -1.19 1.74
O 1.18 -0.33 -0.32
C 0.64 -0.70 0.75
Rb 1.20 1.15 -2.50